Formula: C9H30BF4O14S2
Source: the Open Molecules 2025 dataset
Level of theory: ωB97M-V/def2-TZVPD

Summary:
ΔE to the lowest compared entry with this formula, charge and spin   2.386 eV
DFT total energy   -2635.225443 Eh
Frontier orbital gap   0.364 Eh
Highest occupied orbital energy   -0.2881 Ha
Lowest unoccupied orbital energy   0.0761 Ha

```
! RIJCOSX wB97M-V def2-TZVPD def2/J DEFGRID3
* xyz -1 1
S -8.331 40.358 -16.091
S -7.292 33.272 -11.074
F -12.409 35.676 -11.519
F -10.295 35.985 -10.818
F -10.799 34.089 -11.978
F -10.865 36.089 -12.985
O -8.392 32.447 -11.649
O -7.355 39.658 -16.955
O -8.727 38.300 -9.984
O -7.984 41.473 -15.221
O -7.205 33.528 -9.678
O -10.011 33.977 -14.456
O -14.731 37.300 -8.069
O -16.067 35.674 -8.475
O -14.005 36.821 -13.316
O -9.149 39.190 -15.212
O -13.597 31.912 -13.132
O -16.535 36.926 -6.621
O -5.834 32.544 -11.486
O -10.768 31.860 -10.611
C -15.861 36.666 -7.627
C -8.347 38.234 -14.592
C -5.695 31.184 -11.090
C -4.656 30.469 -11.958
C -6.826 34.753 -12.157
C -7.543 38.932 -13.452
C -9.712 40.950 -17.163
C -15.053 35.607 -9.414
C -13.971 36.645 -9.013
B -11.106 35.471 -11.786
H -13.043 36.172 -8.689
H -9.249 38.103 -9.206
H -6.981 38.220 -12.847
H -13.375 37.277 -13.873
H -5.963 35.327 -11.822
H -3.899 31.238 -12.115
H -5.070 30.256 -12.944
H -13.550 36.708 -12.482
H -14.660 34.599 -9.289
H -15.189 35.703 -10.491
H -10.045 34.925 -14.586
H -12.858 32.520 -13.124
H -6.905 39.749 -13.788
H -6.702 30.769 -11.059
H -8.940 37.424 -14.169
H -10.325 33.847 -13.561
H -4.194 29.565 -11.561
H -10.743 32.648 -10.068
H -13.769 37.371 -9.801
H -9.501 41.901 -17.653
H -7.604 37.828 -15.279
H -8.261 39.438 -12.806
H -10.525 41.102 -16.453
H -8.950 37.605 -10.605
H -14.066 32.095 -12.318
H -7.019 34.488 -13.197
H -5.264 31.085 -10.094
H -9.788 40.222 -17.969
H -10.022 31.954 -11.204
H -7.767 35.299 -12.093
*
```